[1]
Below is the molecule C3H6O2S in a non-equilibrium geometry, with properties calculated with ωB97M-V/def2-TZVPD.

Last column: Mulliken charge in e.
Element x y z (Å)
C -0.283 0.133 -1.003  -0.657
C 0.080 -0.816 0.125  -0.361
C -0.386 -0.494 1.513  0.545
H 1.500 1.448 -1.949  0.149
H 0.030 -0.366 -1.946  0.344
H -1.366 0.320 -1.047  0.299
H -0.317 -1.822 -0.112  0.298
H 1.191 -1.005 0.186  0.241
H 0.187 1.360 1.225  0.307
O -0.289 0.781 1.902  -0.447
O -0.865 -1.322 2.159  -0.499
S 0.517 1.783 -1.053  -0.219

charge: 0
frontier orbital gap: 10.37 eV
highest occupied orbital energy: -9.98 eV
energy above the lowest of the compared OMol25 structures with the same formula, charge and spin: 10.52 kcal/mol
SMILES: O=C(O)CCS
E_tot: -18138.491 eV


[2]
Below is a structure of composition C17H15N5O3S2 in a non-equilibrium geometry, with properties calculated with ωB97M-V/def2-TZVPD.

Last column: Mulliken charge in e.
Element x y z (Å)
C -1.520 3.229 0.130  -1.750
C -0.350 2.893 0.845  0.123
C 0.221 1.660 1.364  1.281
C 1.353 2.165 2.086  -0.788
C 1.426 3.622 1.795  -0.458
O 0.483 4.121 1.272  -0.274
H 2.165 4.346 2.500  0.249
H 2.095 1.562 2.594  0.518
C -0.306 0.579 1.182  0.610
N -1.718 0.310 1.098  -0.671
N -1.675 -1.068 1.088  -0.370
C -0.530 -1.535 1.013  0.503
N 0.174 -0.562 1.071  0.078
C 1.767 -0.975 1.211  -1.221
C 2.430 0.083 0.119  0.509
C 3.583 0.737 0.452  -0.216
C 3.560 1.517 -0.839  -0.378
C 2.526 1.316 -1.469  -0.903
O 1.825 0.271 -0.961  -0.141
H 2.244 1.642 -2.351  0.777
H 4.594 2.143 -1.198  0.189
H 4.421 0.611 1.304  0.304
H 2.243 -0.899 2.238  0.197
H 1.861 -1.929 0.997  0.785
S -0.161 -3.355 0.809  -0.162
C -2.030 -3.967 0.422  -0.631
C -1.990 -4.366 -0.983  0.390
O -1.656 -5.760 -1.169  -0.664
N -1.676 -3.474 -1.830  -0.095
C -1.878 -2.191 -1.859  0.203
N -0.777 -1.398 -2.214  -0.483
C -1.293 -0.006 -2.268  -0.653
C -2.630 0.037 -1.832  -0.002
S -3.467 -1.350 -1.644  -0.087
H -3.251 1.050 -1.751  0.246
H -0.496 0.588 -2.272  0.643
H -1.286 -3.954 -2.991  0.436
H -2.744 -3.071 0.762  0.309
H -2.274 -4.690 1.157  0.468
H -1.932 2.391 0.168  0.418
H -2.206 4.043 0.621  0.268
H -1.128 3.636 -0.670  0.446

charge: 0
frontier orbital gap: 7.21 eV
highest occupied orbital energy: -7.59 eV
energy above the lowest of the compared OMol25 structures with the same formula, charge and spin: 309.74 kcal/mol
E_tot: -53118.357 eV


[3]
Below is a structure of composition C45H112F15N11O33S9 in a non-equilibrium geometry, with properties calculated with ωB97M-V/def2-TZVPD.

Last column: Mulliken charge in e.
Element x y z (Å)
C -4.342 2.920 10.794  -0.772
O -4.483 1.608 10.159  -0.384
C -5.578 1.469 9.255  -0.684
C -5.025 0.441 8.198  -0.262
N -3.627 0.653 7.861  0.218
H -3.488 1.216 6.991  0.361
H -3.081 1.045 8.617  0.527
C -2.916 -0.656 7.638  -1.066
C -1.453 -0.418 7.246  0.685
O -0.826 0.354 8.272  -0.483
C 0.508 0.742 8.207  -0.618
H -4.494 3.749 10.066  0.333
H -3.382 2.938 11.321  0.255
H -5.096 3.067 11.542  0.346
H -5.853 2.420 8.929  0.466
H -6.398 0.893 9.754  0.310
H -5.672 0.415 7.309  0.242
H -5.062 -0.563 8.733  0.334
H -3.473 -1.225 6.871  0.206
H -2.877 -1.051 8.648  0.604
H -1.266 0.037 6.231  -0.260
H -0.851 -1.377 7.190  -0.047
H 0.739 1.212 9.144  0.347
H 0.719 1.470 7.425  0.284
H 1.161 -0.129 7.932  0.135
C 1.533 -5.091 -6.586  -0.700
O 2.328 -5.157 -5.436  -0.439
C 1.594 -4.979 -4.254  0.010
C 2.658 -4.841 -3.162  -0.753
N 2.027 -4.276 -1.932  2.844
H 1.565 -3.395 -2.115  -0.711
H 1.207 -4.974 -1.715  -0.511
C 2.870 -4.244 -0.762  -0.700
C 4.121 -3.398 -0.980  -0.250
O 5.099 -4.144 -1.765  -0.424
C 5.957 -3.265 -2.506  -0.596
H 1.461 -4.055 -6.900  0.245
H 0.584 -5.602 -6.377  0.298
H 2.023 -5.695 -7.373  0.283
H 0.953 -5.838 -3.967  0.335
H 0.979 -4.076 -4.359  0.141
H 3.520 -4.230 -3.350  0.517
H 3.138 -5.826 -2.915  0.342
H 3.190 -5.247 -0.501  0.451
H 2.197 -3.949 0.045  0.420
H 4.493 -3.171 0.057  0.411
H 3.956 -2.401 -1.430  -0.092
H 5.374 -2.329 -2.738  0.208
H 6.193 -3.740 -3.454  0.254
H 6.843 -3.137 -1.949  0.313
C -4.513 6.906 -5.196  -0.773
O -4.607 5.432 -5.108  -0.332
C -4.694 4.706 -6.348  -0.482
C -4.893 3.252 -5.903  -0.535
N -3.951 3.067 -4.693  0.422
H -3.017 3.365 -4.870  -0.558
H -4.336 3.611 -3.937  0.572
C -3.829 1.665 -4.149  -0.884
C -3.162 1.738 -2.792  0.396
O -3.999 2.523 -1.997  -0.636
C -3.614 2.603 -0.621  -0.251
H -3.539 7.103 -5.720  0.292
H -4.361 7.330 -4.191  0.257
H -5.302 7.376 -5.771  0.319
H -3.800 4.671 -7.062  0.253
H -5.594 5.060 -6.881  0.473
H -4.621 2.558 -6.699  0.261
H -5.866 2.983 -5.469  0.507
H -3.102 1.253 -4.888  0.253
H -4.823 1.270 -4.140  0.586
H -2.128 2.156 -2.944  -0.048
H -3.072 0.737 -2.429  0.397
H -2.604 2.116 -0.517  -0.216
H -4.335 2.032 -0.045  0.303
H -3.592 3.634 -0.297  0.393
C -7.396 -1.800 -1.771  -0.760
O -6.192 -2.598 -1.894  -0.261
C -5.256 -2.409 -0.920  -0.182
C -4.301 -3.515 -0.903  -0.763
N -3.520 -3.614 -2.223  2.014
H -3.033 -2.752 -2.491  -0.626
H -2.777 -4.347 -1.947  -0.637
C -4.298 -4.190 -3.436  -0.872
C -4.658 -3.017 -4.341  -0.434
O -3.532 -2.176 -4.473  -0.093
C -2.446 -2.645 -5.229  -0.927
H -8.175 -2.167 -2.430  0.278
H -7.127 -0.790 -2.125  0.247
H -7.768 -1.722 -0.738  0.323
H -5.652 -2.449 0.080  0.580
H -4.757 -1.406 -1.046  0.065
H -4.776 -4.444 -0.751  0.625
H -3.521 -3.455 -0.122  0.115
H -5.217 -4.605 -3.087  0.493
H -3.715 -4.923 -3.920  0.442
H -5.542 -2.415 -3.977  0.131
H -4.882 -3.457 -5.303  0.507
H -2.765 -2.990 -6.210  0.431
H -1.817 -3.372 -4.787  0.307
H -1.834 -1.809 -5.414  0.144
C 0.480 5.673 0.462  -0.653
O 0.881 4.410 0.982  -0.481
C 0.101 3.347 0.518  -1.021
C 0.288 2.147 1.365  -0.204
N 1.722 1.900 1.703  1.706
H 2.001 2.843 2.006  0.667
H 1.756 1.284 2.539  -0.975
C 2.604 1.457 0.592  0.145
C 4.082 1.565 1.029  -1.033
O 4.341 2.785 1.608  -0.344
C 4.929 2.805 2.904  -0.643
H 1.288 6.341 0.533  0.341
H -0.380 6.122 0.944  0.278
H 0.270 5.498 -0.643  0.137
H 0.300 3.122 -0.526  0.434
H -0.981 3.539 0.645  0.667
H -0.153 1.278 0.931  0.105
H -0.220 2.386 2.245  0.028
H 2.360 1.951 -0.353  0.284
H 2.288 0.409 0.357  -0.090
H 4.786 1.305 0.234  0.578
H 4.231 0.776 1.782  0.239
H 4.600 1.955 3.510  0.165
H 4.730 3.761 3.385  0.256
H 5.977 2.591 2.820  0.377
C 3.071 -6.542 4.585  -0.857
O 2.200 -5.416 4.704  -0.235
C 1.004 -5.742 5.424  -0.909
C 0.534 -4.359 6.036  -0.688
N 0.525 -3.406 4.888  1.430
H 0.596 -2.391 5.192  -0.572
H 1.344 -3.498 4.324  0.685
C -0.715 -3.485 3.961  -0.947
C -1.970 -2.892 4.542  0.765
O -2.290 -3.486 5.752  -0.110
C -3.439 -4.266 5.811  -0.903
H 2.528 -7.496 4.486  0.348
H 3.676 -6.573 5.521  0.310
H 3.718 -6.449 3.624  0.201
H 1.233 -6.439 6.192  0.615
H 0.173 -6.164 4.853  0.350
H 1.228 -4.058 6.780  0.559
H -0.429 -4.469 6.514  0.287
H -0.827 -4.584 3.831  0.058
H -0.490 -3.044 3.006  0.659
H -2.753 -2.935 3.806  0.756
H -1.776 -1.749 4.689  -1.073
H -3.353 -4.876 6.707  0.249
H -3.508 -4.999 5.013  0.399
H -4.339 -3.676 5.756  0.248
C 7.789 5.415 -0.026  -0.644
O 7.983 5.186 -1.391  -0.254
C 8.815 6.107 -2.041  -0.579
C 8.740 5.889 -3.565  -0.718
N 7.374 5.505 -4.000  -0.149
H 6.973 4.775 -3.435  0.476
H 6.863 6.349 -3.717  0.401
C 7.122 5.174 -5.424  -0.649
C 5.774 4.453 -5.591  -0.448
O 5.639 3.553 -4.536  -0.290
C 4.781 2.456 -4.572  -0.685
H 8.658 4.927 0.530  0.268
H 6.936 4.850 0.268  0.177
H 7.685 6.505 0.301  0.301
H 9.860 5.907 -1.819  0.366
H 8.608 7.147 -1.851  0.489
H 9.364 5.047 -3.824  0.427
H 8.986 6.768 -4.124  0.375
H 7.925 4.494 -5.787  0.331
H 7.117 6.088 -5.994  0.369
H 5.865 3.915 -6.547  0.372
H 4.925 5.125 -5.572  0.307
H 4.771 2.019 -3.596  0.294
H 5.037 1.740 -5.405  0.298
H 3.759 2.808 -4.755  0.154
N -3.245 -0.342 3.861  0.114
S -4.760 0.223 4.135  0.806
O -5.579 0.650 3.066  -0.528
O -4.731 1.009 5.362  -0.721
F -5.335 -1.172 4.632  -0.277
S -2.364 0.760 3.072  0.453
O -2.969 1.512 2.020  -0.346
O -1.146 0.087 2.825  -0.190
F -1.953 1.702 4.282  -0.363
N 0.957 -1.454 -1.874  -0.744
S 1.586 -0.245 -2.507  0.285
O 2.952 -0.365 -2.690  -0.635
O 1.029 0.953 -2.031  -0.016
F 0.995 -0.329 -3.955  -0.095
S -0.513 -1.565 -1.394  -0.055
O -1.168 -0.565 -0.653  -0.216
O -0.754 -2.943 -0.966  0.003
F -1.456 -1.407 -2.768  -0.267
N 0.198 -6.358 -0.713  -0.555
S -1.236 -6.423 -1.497  1.303
O -1.150 -5.600 -2.705  -0.730
O -2.372 -6.130 -0.663  -0.703
F -1.319 -7.907 -1.942  -0.203
S 0.293 -7.094 0.649  0.798
O -0.330 -8.379 0.706  -0.642
O -0.010 -6.250 1.720  -0.362
F 1.774 -7.421 0.695  -0.235
C 1.195 5.146 -4.143  0.519
F 1.428 6.008 -3.167  -0.208
F 1.982 5.571 -5.182  -0.267
F 1.699 4.001 -3.755  -0.119
S -0.569 5.167 -4.596  1.134
O -1.176 4.524 -3.406  -0.614
O -0.865 6.584 -4.711  -0.689
N -0.734 4.435 -6.028  -0.592
S -0.803 2.905 -6.194  1.264
O -0.111 1.985 -5.320  -0.286
O -2.119 2.486 -6.620  -0.712
C 0.140 2.690 -7.747  0.333
F 1.314 3.346 -7.763  -0.219
F 0.372 1.419 -7.928  -0.208
F -0.540 3.119 -8.840  -0.228
C 3.510 -0.981 5.090  0.425
F 3.478 -2.340 4.889  -0.182
F 3.571 -0.705 6.420  -0.229
F 4.585 -0.477 4.519  -0.144
S 1.999 -0.239 4.336  0.249
O 0.925 -0.832 5.115  -0.541
O 2.169 1.202 4.544  -0.764
O 2.149 -0.671 2.934  -0.469

charge: +2
frontier orbital gap: 9.46 eV
highest occupied orbital energy: -12.93 eV
energy above the lowest of the compared OMol25 structures with the same formula, charge and spin: 8.47 kcal/mol
E_tot: -270696.227 eV


[4]
Below is a structure of composition C12H14BCl3N6O2Pd in a non-equilibrium geometry, with properties calculated with ωB97M-V/def2-TZVPD.

Last column: Mulliken charge in e.
Element x y z (Å)
C 3.028 -0.491 -0.008  -0.542
N 1.726 -0.501 -0.369  0.284
N 1.662 0.044 -1.650  -0.256
C 2.914 0.231 -2.120  0.008
C 3.803 -0.058 -1.109  -1.068
B 0.418 0.230 -2.529  0.510
N -0.484 -0.960 -2.160  -0.287
N -0.645 -1.632 -0.951  0.288
C -1.489 -2.660 -1.186  -0.284
C -1.765 -2.721 -2.563  -1.111
C -1.098 -1.655 -3.142  -0.035
Pd 0.141 -1.301 0.957  0.417
N -0.234 1.629 -2.358  0.300
N -0.645 1.957 -1.102  -0.394
C -1.031 3.219 -1.101  -0.073
C -0.944 3.729 -2.425  -0.720
C -0.444 2.684 -3.186  -0.031
H -1.333 3.729 -0.191  0.496
H -0.224 2.610 -4.242  0.494
H -1.183 4.727 -2.739  0.457
H 0.743 0.124 -3.673  -0.079
H -0.991 -1.320 -4.173  0.451
H 3.066 0.523 -3.165  0.430
H -2.375 -3.432 -3.085  0.436
H 4.887 0.042 -1.186  0.411
H -1.859 -3.282 -0.377  0.485
H 3.344 -0.791 0.997  0.593
H -1.710 -0.217 1.115  0.169
C -1.782 -1.168 1.684  -0.953
H -2.651 -1.680 1.268  0.450
H -1.006 -2.066 1.715  0.422
H -1.970 -0.913 2.730  0.352
Cl 1.669 1.187 5.236  -0.039
C 1.656 1.718 3.545  0.594
Cl 0.754 3.232 3.402  -0.077
Cl 3.315 1.941 2.919  -0.057
C 0.952 0.607 2.603  0.569
O 1.182 -0.647 2.791  -0.551
O 0.241 1.029 1.669  -0.059

charge: +2
frontier orbital gap (alpha / beta): 6.87 / 4.83 eV
highest occupied orbital energy (alpha / beta): -15.63 / -15.61 eV
E_tot: -67409.571 eV
2S+1: 3